The following is a DFT calculation (wB97M-V/def2-TZVPD) of C43H100AsF6N7O3P as an isolated structure at a distorted geometry.

Each line ends with the Mulliken charge.
Element x y z (Å)
As1 -0.27891 0.20415 0.59612  2.185
F1 -0.73974 1.88528 0.27433  -0.553
F2 -1.24932 0.12757 2.16249  -0.600
F3 0.38607 -1.40651 0.92894  -0.331
F4 0.72591 0.10173 -0.88435  -0.517
F5 1.20574 0.73902 1.55148  -0.562
F6 -1.71313 -0.24781 -0.39547  -0.443
C1 -5.45030 2.89654 -2.53236  -1.183
N1 -4.73536 3.91422 -1.68529  0.088
C2 -3.69483 4.62615 -2.65025  -0.846
C3 -5.73572 5.02149 -1.11396  -0.752
C4 -3.88310 3.13902 -0.56509  0.006
C5 -4.45951 1.82327 0.11123  -0.581
O1 -5.75554 2.05788 0.65587  -0.502
H1 -4.77755 2.25442 -3.10086  0.467
H2 -5.98885 3.45982 -3.29445  0.478
H3 -6.14786 2.35594 -1.89263  0.424
H4 -4.25973 5.09866 -3.45382  0.414
H5 -2.99282 3.91967 -3.09317  0.248
H6 -3.25543 5.37647 -1.99295  0.415
H7 -6.02795 5.49571 -2.05087  0.393
H8 -5.09981 5.65695 -0.49759  0.382
H9 -6.41236 4.57836 -0.38327  0.300
H10 -3.94667 3.90219 0.21057  0.235
H11 -2.83470 2.98168 -0.81848  0.077
H12 -3.72179 1.46529 0.82938  0.270
H13 -4.40693 0.96645 -0.56050  0.274
H14 -5.64335 2.47142 1.51493  0.357
C6 2.54500 -2.88257 2.70770  -0.993
N2 3.96534 -2.35221 3.09757  0.038
C7 5.09662 -3.16010 2.35002  -0.767
C8 3.95465 -0.95254 2.50009  -1.032
C9 4.16444 -2.23024 4.64885  -0.210
C10 4.42200 -3.58940 5.34264  -0.768
O2 5.81248 -3.76468 5.46533  -0.509
H15 1.79911 -2.13867 2.98762  0.414
H16 2.34462 -3.75083 3.33546  0.415
H17 2.36960 -3.14581 1.66461  0.193
H18 4.78461 -3.30255 1.31538  0.343
H19 5.22206 -4.17545 2.72606  0.344
H20 5.95385 -2.50845 2.51920  0.385
H21 3.52651 -1.10390 1.50919  0.409
H22 4.97699 -0.57498 2.48118  0.428
H23 3.33289 -0.31545 3.12909  0.409
H24 3.16180 -1.93875 4.96165  0.126
H25 5.01367 -1.56561 4.80754  0.510
H26 3.89946 -4.43231 4.89033  0.361
H27 4.02026 -3.60903 6.35571  0.490
H28 5.94804 -4.46895 6.10347  0.331
C11 -1.03783 5.80558 3.38864  -0.928
N3 0.06666 4.78265 3.63149  0.176
C12 0.64160 4.95860 5.03393  -0.860
C13 -0.56966 3.40431 3.69988  -1.110
C14 1.16682 4.97412 2.53237  -0.414
C15 1.73009 6.36605 2.22635  -0.712
O3 2.60999 6.85833 3.27722  -0.495
H29 -1.85900 5.66396 4.09129  0.370
H30 -1.47874 5.65453 2.40331  0.376
H31 -0.59056 6.79749 3.45327  0.421
H32 1.63954 4.52039 5.02070  0.374
H33 0.03010 4.68089 5.89243  0.361
H34 0.82536 6.02837 5.13359  0.407
H35 0.16990 2.60689 3.77252  0.369
H36 -1.26149 3.20592 2.88126  0.312
H37 -1.08463 3.51935 4.65365  0.451
H38 0.64824 4.42819 1.74426  0.325
H39 2.01557 4.35353 2.81979  0.398
H40 1.03262 7.11362 1.84848  0.490
H41 2.36559 6.13622 1.37111  0.304
H42 2.53304 7.81462 3.24287  0.347
C16 0.57439 1.49786 -4.27184  -0.793
C17 1.41394 2.56220 -5.10299  -0.759
N4 1.72993 3.73862 -4.28235  0.285
C18 0.85894 4.42117 -3.52218  -0.107
C19 1.46968 5.62822 -3.13663  -0.730
N5 2.76757 5.68012 -3.63228  0.162
C20 2.92488 4.48292 -4.33161  -0.256
C21 3.64664 6.83262 -3.46085  -0.731
H43 -0.31799 1.97930 -3.87188  0.231
H44 1.00984 0.98830 -3.41228  0.341
H45 0.20880 0.84005 -5.06033  0.363
H46 0.94168 2.94776 -6.00655  0.350
H47 2.28229 2.02674 -5.48683  0.444
H48 -0.09642 4.09853 -3.13539  0.358
H49 1.01864 6.46924 -2.63102  0.460
H50 3.69823 4.26173 -5.05230  0.410
H51 3.89174 7.13427 -4.47920  0.369
H52 4.62487 6.58731 -3.04734  0.345
H53 3.17711 7.58734 -2.82994  0.263
C22 -0.80671 -2.55944 5.60710  -1.230
C23 -0.76730 -1.03591 5.24602  -0.190
N6 -1.49108 -0.20134 6.13791  0.419
C24 -1.11123 0.20026 7.37884  -0.263
C25 -2.06070 1.01891 7.89148  -0.462
N7 -3.14167 0.96453 6.97480  0.064
C26 -2.76603 0.19434 5.88752  -0.224
C27 -4.38751 1.69027 7.09467  -0.861
H54 -0.50646 -2.69602 6.64599  0.407
H55 -0.26971 -3.18893 4.89756  0.317
H56 -1.84172 -2.89981 5.63870  0.412
H57 -1.17859 -0.87871 4.24891  -0.186
H58 0.24655 -0.64889 5.14404  0.408
H59 -0.07335 0.08883 7.65592  0.422
H60 -2.10671 1.76566 8.67037  0.457
H61 -3.30381 -0.24195 5.05877  0.505
H62 -4.25027 2.66952 7.55330  0.326
H63 -5.07440 1.03669 7.63236  0.386
H64 -4.91580 1.69619 6.14127  0.325
C28 -1.27117 -8.01060 -4.01260  -1.370
C29 0.02115 -7.13386 -4.20230  -0.720
C30 -0.24615 -5.66878 -4.45888  -0.485
C31 0.95649 -4.75455 -4.20848  -0.959
P1 0.73343 -3.25301 -3.10922  0.390
C32 2.38223 -2.41985 -3.07691  -0.828
C33 3.03353 -2.23123 -4.49814  -0.275
C34 4.54663 -2.17448 -4.39546  -0.731
C35 5.36346 -3.44790 -4.49122  -1.264
C36 -0.62577 -2.06696 -3.77868  -0.822
C37 -2.06054 -2.65508 -3.99317  -0.146
C38 -2.95284 -1.73541 -4.78541  -1.253
C39 -3.59289 -0.66171 -3.85765  -1.013
C40 0.52770 -3.85245 -1.33870  -0.444
C41 -0.93546 -3.90442 -0.89284  0.061
C42 -1.21272 -4.54819 0.49422  -0.724
C43 -0.99355 -6.04883 0.33235  -1.156
H65 -0.97286 -8.94156 -3.53051  0.403
H66 -1.77902 -8.19028 -4.96018  0.364
H67 -2.00269 -7.66730 -3.28108  0.327
H68 0.51303 -7.59135 -5.06071  0.354
H69 0.75319 -7.27989 -3.40802  0.420
H70 -1.04248 -5.32451 -3.79901  -0.016
H71 -0.65042 -5.47416 -5.45226  0.555
H72 1.32323 -4.28842 -5.12299  0.515
H73 1.88010 -5.24392 -3.89934  0.693
H74 2.96968 -3.10521 -2.46595  0.511
H75 2.22487 -1.42017 -2.67196  0.428
H76 2.65776 -1.28296 -4.88245  0.125
H77 2.90498 -2.99049 -5.26956  0.267
H78 4.95733 -1.58446 -3.57613  0.320
H79 4.74889 -1.58507 -5.28978  0.389
H80 5.12223 -4.09394 -3.64710  0.291
H81 6.42136 -3.18568 -4.47723  0.385
H82 5.17467 -4.06043 -5.37284  0.332
H83 -0.28134 -1.78140 -4.77262  0.709
H84 -0.73840 -1.09325 -3.30191  0.340
H85 -2.67358 -2.90606 -3.12755  0.093
H86 -1.88575 -3.60270 -4.50266  0.260
H87 -3.81445 -2.30224 -5.13818  0.361
H88 -2.57732 -1.33110 -5.72542  0.567
H89 -3.93008 0.19609 -4.43951  0.422
H90 -2.84193 -0.22913 -3.19656  0.229
H91 -4.44397 -1.05225 -3.29976  0.432
H92 1.09203 -3.14863 -0.72691  0.053
H93 1.06118 -4.78550 -1.15731  0.833
H94 -1.31629 -4.56778 -1.66938  0.393
H95 -1.40870 -2.92448 -0.83074  -0.280
H96 -2.29429 -4.48213 0.61232  0.386
H97 -0.85306 -4.13054 1.43459  0.279
H98 0.05654 -6.21178 0.08976  0.298
H99 -1.54712 -6.43322 -0.52434  0.238
H100 -1.51279 -6.65146 1.07756  0.410

The value obtained for the molar mass is 983.2 g mol⁻¹. The HOMO energy is -19.05 eV. Its multiplicity is 1. The calculated total energy comes out at -149171.5343 eV. The value obtained for the LUMO energy is -9.86 eV. The net charge is +5. The value obtained for the frontier orbital gap is 9.19 eV.